(1)
{"formula": "C2H8ClN2O2", "method": "ωB97M-V/def2-TZVPD", "symbols": ["C", "C", "N", "N", "O", "O", "Cl", "H", "H", "H", "H", "H", "H", "H", "H"], "xyz": [[1.306, -0.369, 0.425], [0.415, 0.668, -0.132], [-0.136, 0.151, -1.171], [0.944, -1.650, -0.183], [0.310, 1.848, 0.284], [-2.144, 0.889, 0.737], [-3.075, -0.562, 0.267], [2.284, -0.139, 0.142], [1.293, -0.394, 1.538], [-0.698, 0.772, -1.790], [-0.068, -0.931, -1.181], [0.559, -2.179, 0.564], [1.788, -2.079, -0.392], [-2.852, 1.427, 1.154], [0.074, 2.548, -0.261]], "lowdin_charge": [-0.1083, -0.4230, 0.2089, 0.0488, 0.2439, -0.5244, 0.5728, 0.1305, 0.1652, 0.1755, 0.1314, 0.1065, 0.0892, 0.0495, 0.1336], "orbital_gap_ev": 10.39, "charge": 1, "total_energy_ha": -800.85593, "de_lowest_kcal_mol": 75.05, "lumo_ev": -4.138}


(2)
{"formula": "C20H25HfN4PS2", "method": "ωB97M-V/def2-TZVPD", "symbols": ["Hf", "N", "P", "C", "C", "C", "C", "C", "C", "C", "C", "C", "C", "C", "C", "C", "C", "C", "C", "C", "N", "H", "H", "H", "H", "H", "H", "H", "H", "H", "H", "H", "H", "H", "H", "H", "N", "C", "N", "S", "H", "H", "H", "H", "C", "S", "C", "H", "H", "H", "H", "H", "H"], "xyz": [[-1.231, -0.003, 0.318], [1.193, 1.870, -0.664], [1.341, 0.253, -0.151], [1.786, 0.238, 1.580], [3.110, 0.418, 1.990], [3.417, 0.405, 3.343], [2.421, 0.216, 4.294], [1.091, 0.052, 3.914], [0.796, 0.058, 2.565], [2.588, -0.451, -1.174], [3.223, -1.617, -0.715], [4.187, -2.216, -1.504], [4.490, -1.682, -2.754], [3.852, -0.533, -3.212], [2.876, 0.073, -2.444], [0.122, 2.677, -0.384], [0.127, 4.036, -0.701], [-0.946, 4.815, -0.342], [-2.064, 4.233, 0.297], [-2.051, 2.899, 0.524], [-0.965, 2.100, 0.211], [2.005, 2.321, -1.072], [3.895, 0.559, 1.257], [4.444, 0.540, 3.658], [2.676, 0.192, 5.346], [0.323, -0.080, 4.663], [-0.280, -0.113, 2.325], [2.993, -2.033, 0.259], [4.698, -3.102, -1.153], [5.215, -2.178, -3.387], [4.109, -0.118, -4.178], [2.357, 0.939, -2.835], [0.979, 4.464, -1.214], [-0.935, 5.878, -0.553], [-2.908, 4.833, 0.609], [-2.901, 2.402, 0.986], [-4.171, -1.583, -2.361], [-3.695, -0.401, -2.658], [-4.215, 0.353, -3.593], [-2.264, 0.330, -1.868], [-4.956, -1.974, -2.872], [-3.755, -2.164, -1.650], [-5.006, 0.044, -4.151], [-3.828, 1.257, -3.826], [-1.726, -3.750, 0.642], [-2.792, -2.276, 0.693], [-3.628, -2.475, 2.296], [-1.169, -3.847, 1.571], [-1.052, -3.678, -0.211], [-2.379, -4.611, 0.508], [-4.296, -3.330, 2.197], [-4.211, -1.581, 2.507], [-2.893, -2.657, 3.076]], "lowdin_charge": [1.3672, -0.0665, 0.9415, -0.3649, -0.0322, 0.0140, 0.0202, -0.0210, -0.1532, -0.3726, -0.0777, -0.0162, 0.0139, -0.0163, -0.0685, -0.3313, 0.0542, 0.0617, 0.0133, -0.1164, -0.1591, 0.1424, 0.1326, 0.1435, 0.1445, 0.1348, 0.0209, 0.1153, 0.1346, 0.1397, 0.1349, 0.1085, 0.1482, 0.1534, 0.1457, 0.1266, 0.1841, -0.7035, 0.1872, 0.6687, 0.1680, 0.0498, 0.1702, 0.1368, -0.2951, 0.6962, -0.2865, 0.0667, 0.0560, 0.0783, 0.0788, 0.0617, 0.0669], "orbital_gap_ev": 5.70, "charge": 4, "total_energy_ha": -2180.43007, "de_lowest_kcal_mol": 16.01, "lumo_ev": -14.251}


(3)
{"formula": "C22H45F3N2O11P2", "method": "ωB97M-V/def2-TZVPD", "symbols": ["N", "C", "O", "C", "C", "C", "C", "C", "O", "C", "F", "F", "F", "C", "N", "C", "O", "C", "H", "H", "H", "H", "H", "H", "H", "H", "H", "H", "H", "H", "H", "H", "H", "C", "C", "O", "P", "O", "O", "C", "C", "O", "C", "C", "H", "H", "H", "H", "H", "H", "H", "H", "H", "H", "H", "H", "H", "H", "H", "C", "C", "O", "P", "O", "O", "C", "C", "O", "C", "C", "H", "H", "H", "H", "H", "H", "H", "H", "H", "H", "H", "H", "H", "H", "H"], "xyz": [[-0.863, -0.254, 3.536], [-1.730, -0.009, 2.451], [-1.322, -0.068, 1.311], [-3.188, 0.284, 2.759], [-3.621, 1.702, 2.320], [-3.440, 2.821, 3.370], [-1.948, 3.149, 3.459], [-1.609, 4.352, 4.358], [-1.594, 3.927, 5.714], [-0.193, 4.834, 4.001], [-0.236, 5.674, 2.960], [0.592, 3.802, 3.623], [0.426, 5.430, 5.010], [-4.293, 4.012, 2.777], [-5.321, 4.426, 3.753], [-4.881, 3.870, 5.006], [-5.052, 4.383, 6.075], [-4.162, 2.562, 4.706], [-1.329, -0.044, 4.412], [-0.074, 0.384, 3.480], [-3.423, 0.072, 3.805], [-3.767, -0.421, 2.160], [-4.680, 1.630, 2.070], [-3.051, 1.953, 1.424], [-1.558, 3.314, 2.452], [-1.439, 2.294, 3.904], [-2.313, 5.173, 4.242], [-0.829, 3.354, 5.825], [-3.668, 4.890, 2.597], [-4.817, 3.781, 1.852], [-6.237, 4.021, 3.588], [-4.926, 1.819, 4.463], [-3.542, 2.302, 5.558], [1.218, 0.578, -0.246], [0.818, 1.965, -0.694], [1.695, 2.473, -1.711], [1.623, 1.838, -3.172], [0.251, 1.746, -3.683], [2.395, 2.996, -3.973], [1.759, 3.729, -5.017], [1.118, 4.996, -4.490], [2.835, 0.817, -3.185], [2.693, -0.607, -3.412], [1.742, -0.944, -4.542], [1.027, -0.153, -1.037], [0.642, 0.264, 0.625], [2.284, 0.545, -0.012], [-0.214, 1.969, -1.054], [0.881, 2.670, 0.136], [1.028, 3.108, -5.536], [2.542, 3.977, -5.736], [0.455, 4.778, -3.653], [0.546, 5.493, -5.274], [1.883, 5.687, -4.131], [2.384, -1.098, -2.487], [3.694, -0.968, -3.644], [0.717, -0.667, -4.295], [1.763, -2.015, -4.738], [2.020, -0.411, -5.453], [1.601, -5.987, -4.429], [0.675, -5.020, -3.717], [0.514, -5.338, -2.333], [1.713, -5.080, -1.311], [2.294, -3.740, -1.460], [0.878, -5.147, 0.051], [0.811, -4.031, 0.942], [-0.380, -3.151, 0.637], [2.371, -6.516, -1.158], [3.750, -6.805, -1.476], [4.719, -5.752, -0.976], [2.633, -5.856, -4.095], [1.576, -5.821, -5.506], [1.310, -7.018, -4.223], [1.034, -3.994, -3.822], [-0.322, -5.066, -4.153], [1.736, -3.454, 0.908], [0.728, -4.447, 1.947], [-0.398, -2.860, -0.414], [-0.359, -2.251, 1.248], [-1.311, -3.685, 0.840], [3.852, -6.946, -2.554], [3.965, -7.763, -1.007], [4.577, -4.803, -1.493], [5.746, -6.076, -1.147], [4.577, -5.574, 0.090]], "lowdin_charge": [0.1463, -0.5061, 0.0497, -0.0916, -0.1320, -0.3952, -0.0712, -0.2319, 0.0130, -0.5964, 0.1552, 0.1293, 0.1731, -0.1203, 0.0551, -0.4435, 0.1292, -0.0309, 0.0805, 0.1009, 0.1116, 0.1263, 0.1194, 0.1263, 0.1401, 0.1105, 0.1619, 0.1057, 0.1157, 0.1196, 0.1285, 0.1333, 0.1244, -0.0722, -0.2624, -0.1754, 0.4088, -0.2203, -0.1867, -0.2848, -0.0740, -0.1611, -0.2376, -0.0772, 0.0684, 0.0419, 0.0911, 0.1126, 0.1142, 0.1049, 0.1153, 0.0747, 0.0756, 0.0759, 0.0901, 0.1203, 0.0676, 0.0616, 0.0863, -0.0703, -0.2641, -0.1720, 0.4110, -0.2200, -0.1817, -0.2702, -0.0648, -0.1605, -0.2468, -0.0824, 0.0615, 0.0807, 0.0868, 0.0915, 0.1212, 0.1060, 0.1173, 0.0807, 0.0494, 0.0814, 0.1020, 0.1187, 0.0624, 0.0812, 0.0870], "orbital_gap_ev": 10.24, "smiles": "NC(=O)CC[C@@]1(C[C@@H](O)C(F)(F)F)CNC(=O)C1.CCOP(=O)(OCC)OCC.CCOP(=O)(OCC)OCC", "charge": 0, "total_energy_ha": -2784.95443, "de_lowest_kcal_mol": 0.00, "lumo_ev": 0.206}


(4)
{"formula": "C30H81N5O13", "method": "ωB97M-V/def2-TZVPD", "symbols": ["C", "O", "C", "C", "N", "C", "C", "O", "C", "H", "H", "H", "H", "H", "H", "H", "H", "H", "H", "H", "H", "H", "H", "H", "C", "O", "C", "C", "N", "C", "C", "O", "C", "H", "H", "H", "H", "H", "H", "H", "H", "H", "H", "H", "H", "H", "H", "H", "C", "O", "C", "C", "N", "C", "C", "O", "C", "H", "H", "H", "H", "H", "H", "H", "H", "H", "H", "H", "H", "H", "H", "H", "C", "O", "C", "C", "N", "C", "C", "O", "C", "H", "H", "H", "H", "H", "H", "H", "H", "H", "H", "H", "H", "H", "H", "H", "C", "O", "C", "C", "N", "C", "C", "O", "C", "H", "H", "H", "H", "H", "H", "H", "H", "H", "H", "H", "H", "H", "H", "H", "O", "H", "H", "O", "H", "H", "O", "H", "H"], "xyz": [[-1.800, -5.491, -3.878], [-2.058, -4.227, -3.259], [-2.837, -4.181, -2.105], [-2.211, -4.967, -0.941], [-1.114, -4.175, -0.332], [-0.416, -5.055, 0.621], [0.665, -5.890, -0.085], [1.341, -4.992, -1.011], [2.291, -5.679, -1.830], [-0.959, -5.983, -3.388], [-1.512, -5.118, -4.861], [-2.704, -6.099, -3.914], [-3.863, -4.493, -2.300], [-3.061, -3.144, -1.856], [-1.897, -5.970, -1.229], [-2.983, -5.030, -0.173], [-0.438, -4.081, -1.077], [-1.000, -5.713, 1.265], [0.025, -4.374, 1.349], [0.234, -6.679, -0.701], [1.323, -6.351, 0.651], [1.862, -6.408, -2.518], [3.136, -6.074, -1.265], [2.591, -4.909, -2.541], [8.222, 1.536, 6.933], [7.348, 1.482, 5.772], [6.413, 2.621, 5.566], [5.610, 2.503, 4.288], [4.656, 1.482, 4.410], [3.875, 1.260, 3.127], [2.788, 0.208, 3.390], [1.987, 0.227, 2.219], [0.894, -0.706, 2.243], [8.666, 2.532, 6.929], [8.988, 0.769, 6.822], [7.617, 1.428, 7.833], [7.013, 3.524, 5.449], [5.804, 2.695, 6.467], [6.320, 2.395, 3.468], [5.116, 3.455, 4.095], [4.998, 0.572, 4.684], [4.602, 0.886, 2.406], [3.405, 2.189, 2.804], [2.270, 0.455, 4.316], [3.132, -0.826, 3.366], [0.153, -0.446, 1.487], [0.338, -0.659, 3.179], [1.238, -1.705, 1.975], [-2.311, 1.703, 2.105], [-1.995, 2.469, 3.296], [-1.619, 3.799, 2.963], [-1.117, 4.484, 4.229], [-2.193, 4.923, 5.116], [-1.655, 5.449, 6.344], [-2.839, 5.956, 7.227], [-3.571, 4.791, 7.726], [-4.408, 5.051, 8.829], [-1.434, 1.606, 1.466], [-3.029, 2.165, 1.428], [-2.737, 0.706, 2.219], [-2.461, 4.317, 2.504], [-0.827, 3.808, 2.214], [-0.646, 5.413, 3.909], [-0.496, 3.827, 4.839], [-2.754, 4.133, 5.401], [-1.037, 6.324, 6.144], [-1.162, 4.647, 6.894], [-3.430, 6.692, 6.682], [-2.447, 6.526, 8.070], [-4.949, 5.995, 8.885], [-3.870, 4.960, 9.773], [-5.166, 4.269, 8.820], [3.969, -1.110, -2.117], [2.772, -1.205, -2.890], [1.566, -1.244, -2.059], [0.334, -1.860, -2.914], [0.232, -1.250, -4.228], [-0.469, -2.205, -5.224], [-0.681, -1.427, -6.504], [0.488, -1.237, -7.294], [0.417, -0.322, -8.343], [4.029, -1.807, -1.281], [4.212, -0.089, -1.824], [4.758, -1.417, -2.804], [1.329, -0.223, -1.759], [1.773, -1.892, -1.207], [-0.623, -1.588, -2.468], [0.427, -2.946, -2.923], [1.099, -0.925, -4.631], [-1.428, -2.574, -4.861], [0.204, -3.054, -5.340], [-1.180, -0.485, -6.277], [-1.510, -1.876, -7.052], [-0.398, -0.678, -8.973], [1.267, -0.544, -8.989], [0.325, 0.748, -8.155], [-5.451, -1.108, -2.387], [-4.737, -0.214, -3.290], [-3.329, -0.281, -3.101], [-2.655, 0.669, -4.131], [-1.301, 1.011, -3.695], [-0.611, 2.115, -4.266], [0.837, 2.226, -3.653], [1.738, 3.049, -4.392], [1.704, 4.480, -4.212], [-6.482, -1.097, -2.741], [-5.342, -0.776, -1.355], [-5.064, -2.118, -2.524], [-2.909, -1.287, -3.088], [-3.122, 0.107, -2.103], [-3.156, 1.623, -4.292], [-2.549, 0.163, -5.090], [-0.823, 0.123, -3.746], [-1.092, 3.078, -4.090], [-0.566, 1.933, -5.340], [1.260, 1.240, -3.461], [0.663, 2.642, -2.661], [0.795, 4.901, -4.641], [2.548, 4.923, -4.741], [1.805, 4.695, -3.148], [-1.902, -1.323, 0.085], [-1.518, -2.199, 0.116], [-2.758, -1.421, 0.503], [-0.775, 1.098, -0.966], [-1.225, 0.280, -0.755], [-1.014, 1.276, -1.875], [-4.342, -1.593, 1.200], [-4.345, -1.742, 2.145], [-5.110, -2.066, 0.880]], "lowdin_charge": [-0.0607, -0.2269, -0.2275, -0.1739, -0.0452, -0.1883, -0.1828, -0.2273, -0.0920, 0.0787, 0.0866, 0.0954, 0.1144, 0.0923, 0.1060, 0.1182, 0.0733, 0.1201, 0.1081, 0.1093, 0.1218, 0.0821, 0.0910, 0.0863, -0.0915, -0.2308, -0.1840, -0.2734, -0.0743, -0.1544, -0.2269, -0.2077, -0.0909, 0.0750, 0.0833, 0.0784, 0.1100, 0.1186, 0.1191, 0.1246, 0.1113, 0.1145, 0.1217, 0.1212, 0.1180, 0.0582, 0.0885, 0.0766, -0.0925, -0.1853, -0.2243, -0.2016, -0.0816, -0.2229, -0.1831, -0.1939, -0.1365, 0.0621, 0.0840, 0.0691, 0.1217, 0.1186, 0.1188, 0.1185, 0.1066, 0.1188, 0.1175, 0.1159, 0.1071, 0.0830, 0.0806, 0.0831, -0.1093, -0.2148, -0.1301, -0.1653, -0.0655, -0.1267, -0.2275, -0.1732, -0.1216, 0.0804, 0.0858, 0.0810, 0.0953, 0.1030, 0.0916, 0.0917, 0.1115, 0.0990, 0.1184, 0.0902, 0.1186, 0.0823, 0.0882, 0.0893, -0.0686, -0.1869, -0.1943, -0.1430, -0.1230, -0.1860, -0.1787, -0.1986, -0.0863, 0.0876, 0.0769, 0.0663, 0.0980, 0.1083, 0.1252, 0.0903, 0.0471, 0.1177, 0.1070, 0.1002, 0.1093, 0.0784, 0.0816, 0.0838, -0.0646, 0.0039, -0.0216, -0.0761, -0.0332, -0.0292, -0.0300, 0.0633, 0.0546], "orbital_gap_ev": 7.90, "smiles": "COCCNCCOC.COCCNCCOC.COCCNCCOC.COCCNCCOC.COCCNCCOC.O.O.O", "charge": 0, "total_energy_ha": -2443.20272, "de_lowest_kcal_mol": 51.43, "lumo_ev": 0.084}


Looking at E_HOMO for the records above, in order, we have -14.531, -19.952, -10.038, -7.817 eV.